1.
{"formula": "C20H26GdN2O2Si", "method": "the ωB97M-V functional and the def2-TZVPD basis", "spin_multiplicity": 8, "max_force_ev_per_a": 7.7, "s2": 16.76, "charge": 1, "mol_weight_da": 511.78, "orbital_gap_ha": [0.2478, 0.2067], "elements": ["C", "C", "C", "H", "C", "C", "H", "H", "H", "H", "Gd", "C", "H", "H", "H", "Si", "C", "C", "H", "C", "H", "C", "H", "C", "H", "C", "H", "C", "C", "H", "C", "H", "C", "H", "C", "H", "C", "H", "H", "H", "C", "O", "C", "O", "N", "N", "H", "H", "H", "H", "H", "H"], "xyz": [[-0.021, 0.143, 2.133], [-1.390, 0.547, 1.961], [-2.031, -0.388, 1.085], [-1.871, 1.391, 2.441], [-1.057, -1.373, 0.696], [0.186, -1.049, 1.359], [1.058, -1.689, 1.393], [0.721, 0.599, 2.781], [-3.078, -0.429, 0.821], [-1.250, -2.263, 0.104], [-0.296, 0.709, -0.149], [-2.150, -0.304, -3.505], [-2.311, -1.031, -4.328], [-1.252, 0.336, -3.686], [-1.861, -0.911, -2.629], [-3.599, 0.694, -2.590], [-4.489, 2.363, -2.779], [-5.161, 2.864, -1.646], [-5.037, 2.379, -0.673], [-5.996, 3.987, -1.792], [-6.561, 4.334, -0.919], [-6.074, 4.627, -3.043], [-6.735, 5.489, -3.144], [-5.335, 4.186, -4.146], [-5.390, 4.704, -5.113], [-4.506, 3.053, -4.007], [-3.904, 2.709, -4.855], [-4.992, -0.538, -2.752], [-6.326, -0.120, -2.843], [-6.591, 0.930, -2.860], [-7.351, -1.064, -2.790], [-8.381, -0.713, -2.757], [-7.069, -2.442, -2.722], [-7.877, -3.179, -2.631], [-5.729, -2.859, -2.730], [-5.473, -3.924, -2.709], [-4.701, -1.914, -2.723], [-3.675, -2.267, -2.642], [-3.039, 1.029, -1.244], [-2.929, 1.034, -3.951], [4.574, 1.560, 0.358], [4.123, 0.381, -0.402], [2.827, 0.252, -0.551], [1.945, 1.085, -0.128], [2.438, -0.893, -1.181], [1.028, -1.062, -1.518], [5.657, 1.444, 0.412], [4.165, 1.548, 1.390], [4.295, 2.479, -0.150], [3.127, -1.483, -1.625], [0.931, -1.093, -2.540], [0.796, -2.041, -1.314]], "forces_ev_per_angstrom": [[-1.0, -1.7, 0.8], [-0.2, -1.5, 0.9], [0.6, -1.3, 1.6], [0.1, 0.0, -0.2], [-0.3, -0.1, 2.1], [-1.5, -0.8, 1.8], [0.1, 0.2, -0.2], [-0.2, 0.1, -0.3], [0.1, 0.3, -0.1], [0.0, 0.3, 0.0], [0.2, 4.8, -5.9], [2.4, -1.0, 0.7], [-0.4, 0.9, 0.3], [-0.7, -0.6, -0.1], [0.2, -0.4, 0.4], [-1.6, 0.8, -0.7], [0.6, 0.4, 0.0], [-0.3, 0.6, -0.9], [-0.2, 0.1, -0.3], [0.5, -0.4, -0.1], [0.2, 0.1, -0.5], [-0.2, 0.0, 0.2], [0.2, -0.2, 0.0], [0.4, -0.4, 0.2], [0.0, -0.2, 0.6], [-0.9, 0.5, 0.6], [-0.3, 0.0, 0.3], [0.4, -0.4, 0.2], [-0.1, -0.6, 0.4], [0.1, -0.1, -0.1], [0.0, -0.5, 0.0], [0.2, -0.2, -0.1], [0.3, 0.4, 0.0], [0.4, 0.4, -0.2], [-0.1, -0.1, 0.1], [-0.2, 0.4, 0.0], [-0.7, 0.0, 0.1], [-0.2, 0.1, -0.1], [0.6, -0.6, 0.1], [-0.4, 1.0, -1.2], [0.1, -0.3, 0.6], [-0.6, 0.4, 0.2], [-2.1, 1.1, 0.6], [3.1, -1.7, -1.0], [-0.6, 0.2, -0.3], [1.7, -0.9, -0.6], [-0.2, 0.0, -0.2], [0.1, -0.1, -0.8], [0.0, -0.1, -0.1], [0.0, 0.0, 0.0], [0.3, 0.7, 0.1], [0.1, 0.4, 0.6]]}


2.
{"formula": "C20H58N2O12", "method": "the ωB97M-V functional and the def2-TZVPD basis", "max_force_ev_per_a": 10.6, "de_lowest_ev": 2.525, "mol_weight_da": 518.69, "orbital_gap_ha": 0.2661, "elements": ["C", "O", "C", "C", "N", "H", "H", "C", "C", "O", "C", "H", "H", "H", "H", "H", "H", "H", "H", "H", "H", "H", "H", "H", "H", "N", "O", "O", "O", "C", "C", "O", "H", "H", "H", "H", "H", "H", "C", "C", "O", "H", "H", "H", "H", "H", "H", "C", "C", "O", "H", "H", "H", "H", "H", "H", "C", "C", "O", "H", "H", "H", "H", "H", "H", "C", "C", "O", "H", "H", "H", "H", "H", "H", "C", "C", "O", "H", "H", "H", "H", "H", "H", "C", "C", "O", "H", "H", "H", "H", "H", "H"], "xyz": [[-3.646, 8.203, 2.127], [-3.942, 6.950, 2.503], [-3.375, 5.908, 1.724], [-3.941, 4.560, 2.348], [-3.092, 3.516, 1.912], [-3.117, 3.645, 0.890], [-2.089, 3.712, 2.175], [-3.585, 2.239, 2.410], [-2.773, 1.030, 1.829], [-3.224, -0.111, 2.325], [-2.344, -1.252, 2.127], [-4.198, 8.777, 2.563], [-3.963, 8.466, 1.042], [-2.598, 8.420, 2.198], [-2.355, 6.029, 1.675], [-3.604, 5.911, 0.605], [-5.048, 4.477, 1.967], [-3.796, 4.574, 3.520], [-4.653, 1.894, 2.170], [-3.628, 2.011, 3.360], [-1.630, 1.233, 2.313], [-2.618, 0.918, 0.781], [-1.999, -1.529, 1.107], [-2.774, -2.078, 2.539], [-1.407, -1.132, 2.757], [0.211, -0.849, -0.400], [0.169, -2.096, -0.534], [0.575, -0.288, 0.602], [0.255, -0.093, -1.500], [-3.035, -5.972, 0.110], [-2.025, -4.786, 0.406], [-1.757, -4.103, -0.745], [-2.559, -6.827, -0.321], [-3.867, -5.683, -0.422], [-3.421, -6.301, 1.038], [-1.075, -5.210, 0.666], [-2.475, -3.974, 1.218], [-1.048, -3.585, -0.478], [2.389, -2.350, 4.538], [1.827, -1.712, 3.276], [1.126, -2.731, 2.609], [2.930, -1.521, 5.175], [3.269, -2.838, 4.332], [1.615, -2.930, 5.029], [2.515, -1.206, 2.649], [1.155, -0.821, 3.675], [0.794, -2.428, 1.799], [5.062, -1.090, 1.162], [4.229, -1.187, 0.006], [4.711, -0.259, -1.050], [4.991, -0.059, 1.736], [6.149, -1.317, 1.132], [4.622, -1.747, 2.083], [3.130, -0.851, 0.379], [4.047, -2.169, -0.384], [4.178, -0.502, -1.783], [2.700, 1.034, -3.625], [2.531, -0.370, -4.227], [3.646, -1.150, -3.656], [1.883, 1.588, -4.034], [3.485, 1.511, -3.860], [2.704, 1.098, -2.495], [2.641, -0.171, -5.300], [1.501, -0.812, -4.025], [4.060, -1.636, -4.383], [-3.636, 0.440, -4.456], [-2.652, 0.043, -3.341], [-1.378, 0.527, -3.652], [-4.637, 0.399, -4.146], [-3.321, -0.148, -5.299], [-3.482, 1.446, -4.535], [-2.716, -1.003, -2.952], [-3.070, 0.326, -2.302], [-0.766, 0.359, -2.853], [2.871, -4.790, -3.222], [1.617, -4.083, -2.520], [1.871, -4.105, -1.048], [2.590, -5.111, -4.288], [3.023, -5.815, -2.513], [3.755, -4.183, -3.278], [0.910, -5.001, -2.453], [1.374, -3.057, -3.087], [1.197, -3.325, -0.757], [2.900, 3.915, 0.585], [2.416, 2.488, 0.408], [1.509, 2.085, 1.465], [3.690, 4.028, -0.095], [3.323, 4.086, 1.541], [2.077, 4.569, 0.255], [3.141, 1.968, 0.757], [2.062, 2.618, -0.612], [0.896, 1.335, 1.079]], "forces_ev_per_angstrom": [[5.2, -3.4, -7.9], [-0.7, -3.5, -0.1], [-3.3, -0.3, 0.0], [-1.1, 4.1, 2.2], [0.7, -0.7, -0.9], [0.3, -1.3, 0.0], [-1.0, -0.5, 0.0], [-1.3, -4.2, -6.5], [4.7, 2.6, 1.9], [-1.0, -2.9, 0.8], [2.6, 2.0, 0.2], [-5.8, 6.7, 5.9], [0.7, -0.9, 1.0], [0.7, 0.4, 0.3], [2.9, -0.2, 0.7], [-0.6, 0.3, 1.1], [2.3, -0.3, 1.1], [-1.0, 0.3, -2.3], [1.0, 1.8, -0.6], [0.8, 0.4, 5.5], [-2.2, -0.4, -1.4], [-0.1, 0.8, -1.3], [-0.7, 0.9, 0.2], [-1.8, -2.1, 1.0], [-0.8, 0.3, -0.8], [2.9, 1.5, -5.5], [-1.3, 1.2, 1.0], [-0.8, -0.5, 2.6], [-1.2, -1.9, 2.2], [2.4, 1.2, 1.8], [-2.6, -0.4, 1.3], [-1.9, -0.4, -2.0], [0.5, -0.3, -0.6], [-1.6, 0.9, -1.6], [-0.4, -0.5, 1.3], [0.3, -0.4, 1.4], [1.0, -2.4, -1.4], [2.2, 2.0, -0.2], [0.5, 3.5, 0.7], [-2.1, 1.3, 2.1], [0.4, -0.7, 1.7], [-1.9, -1.1, -0.6], [1.6, -2.3, -0.8], [0.3, 0.0, 0.3], [1.1, 0.2, -0.6], [0.6, -1.6, -1.0], [-0.6, 0.9, -2.0], [1.0, 0.5, 6.4], [-3.3, 2.4, -1.5], [0.0, -1.0, 2.5], [0.2, -1.5, -1.6], [-0.7, 0.0, -0.5], [1.0, 1.0, -2.4], [2.1, -0.5, -1.0], [0.4, -0.7, -0.3], [-0.6, -0.2, -1.6], [-6.1, -3.5, 3.1], [0.7, 0.8, 1.2], [-1.1, 0.0, -1.2], [-0.9, 0.7, 0.1], [6.3, 3.0, -2.4], [-0.6, -0.5, -1.1], [0.1, -0.8, 0.0], [1.5, 0.4, 0.0], [-0.1, 0.0, 0.4], [2.0, -2.1, 1.7], [-1.6, -0.7, 2.7], [0.8, -0.3, 1.5], [-1.5, -1.0, 0.2], [-0.5, 0.1, -0.8], [0.7, 2.8, -1.1], [0.7, -0.3, -1.8], [0.6, 1.4, -1.1], [-1.1, 0.0, -1.4], [-1.9, -2.4, 1.3], [1.0, -2.7, 0.0], [-2.0, 4.1, -0.8], [0.3, 0.3, 1.6], [0.0, 2.8, -2.2], [0.5, 0.2, 0.3], [-0.1, 2.3, -1.6], [0.1, -2.3, 1.8], [2.6, -2.6, -0.5], [-1.8, -0.2, -0.1], [-3.8, 4.2, 0.3], [-3.2, -0.8, -1.5], [1.2, 0.3, -1.2], [-0.1, 0.5, 1.2], [0.4, 0.3, 0.7], [5.6, -4.2, -0.1], [-0.3, -1.9, -0.1], [1.9, 1.9, 0.9]]}


- What is the formula in the first record?
  C20H26GdN2O2Si